A structure of composition C40H25ClN5O7S3Sn. Source: the Open Molecules 2025 dataset; level of theory: ωB97M-V/def2-TZVPD.

The geometry in ORCA input format:
```
! wB97M-V def2-TZVPD RIJCOSX def2/J DEFGRID3
* xyz -1 1
Sn -0.276 -0.596 -0.471
O 6.935 0.504 -0.422
C 6.252 0.390 0.611
O 6.569 0.347 1.812
C 4.726 0.278 0.351
C 4.218 0.316 -0.933
C 2.857 0.163 -1.141
N 1.995 0.017 -0.126
C 2.480 -0.030 1.122
C 3.833 0.093 1.391
C 1.492 -0.237 2.212
C 1.845 -0.230 3.558
C 0.858 -0.404 4.508
C -0.459 -0.564 4.105
C -0.731 -0.561 2.751
N 0.227 -0.416 1.838
C 2.293 0.110 -2.514
C 3.084 0.106 -3.660
C 2.465 0.048 -4.895
C 1.080 -0.007 -4.967
C 0.372 -0.015 -3.781
N 0.968 0.041 -2.596
H 4.928 0.448 -1.736
H 4.246 0.042 2.387
H 2.872 -0.085 3.855
H 1.115 -0.405 5.560
H -1.261 -0.687 4.819
H -1.736 -0.660 2.363
H 4.160 0.137 -3.589
H 3.062 0.041 -5.798
H 0.563 -0.050 -5.915
H -0.712 -0.071 -3.764
O -4.374 4.239 -0.685
C -5.168 3.205 -0.545
O -6.353 3.253 -0.792
C -4.542 1.926 -0.084
C -5.244 0.762 0.158
Cl -6.894 0.392 -0.030
N -4.364 -0.178 0.572
N -3.111 0.310 0.592
C -3.192 1.569 0.202
C -1.901 2.370 0.091
O -2.016 3.593 -0.139
O -0.834 1.741 0.257
C -4.559 -1.555 0.886
C -5.483 -1.940 1.845
C -5.608 -3.287 2.155
C -4.808 -4.230 1.526
C -3.882 -3.832 0.572
C -3.760 -2.491 0.243
H -3.395 4.012 -0.453
H -6.087 -1.196 2.345
H -6.327 -3.595 2.904
H -4.902 -5.278 1.783
H -3.246 -4.558 0.081
H -3.046 -2.163 -0.501
O 0.824 -2.414 -0.419
C 0.835 -3.786 -0.374
C 2.218 -4.262 -0.800
C 2.624 -5.393 -1.442
C 4.039 -5.457 -1.594
C 4.665 -4.371 -1.064
S 3.551 -3.263 -0.389
C 0.537 -4.275 1.047
C -0.471 -3.837 1.851
C -0.541 -4.533 3.087
C 0.418 -5.495 3.192
S 1.419 -5.539 1.805
C -0.223 -4.379 -1.309
C -0.747 -3.777 -2.412
C -1.705 -4.583 -3.088
C -1.883 -5.790 -2.488
S -0.912 -5.941 -1.084
H 1.939 -6.151 -1.797
H 4.559 -6.268 -2.084
H 5.721 -4.150 -1.052
H -1.155 -3.056 1.551
H -1.271 -4.327 3.857
H 0.604 -6.160 4.020
H -0.442 -2.788 -2.725
H -2.235 -4.277 -3.979
H -2.544 -6.590 -2.783
*
```

Summary:
Calculated total energy: -114533.6680 eV
Highest occupied orbital energy: -5.885 eV
Gap between HOMO and LUMO: 7.308 eV
Energy relative to the best compared isomer or geometry (same formula, charge and spin): 0.51 kcal per mole
LUMO energy: 1.4 eV

Löwdin atomic charge list, values in e, 2 entries: Sn 1.345; O -0.039